Entry 1:
{
  "formula": "C4H16N3O",
  "method": "ωB97M-V/def2-TZVPD",
  "e_above_lowest_kcal_mol": 31.14,
  "mol_weight_g_mol": 122.2,
  "energy_ha": -401.24774,
  "lumo_energy_ev": -2.9,
  "total_charge": 1,
  "gap_ev": 10.25,
  "species": ["N", "C", "C", "N", "C", "C", "N", "H", "H", "H", "H", "H", "H", "H", "H", "H", "H", "H", "H", "H", "H", "H", "H", "O"],
  "coordinates": [[1.708, -0.382, -1.230], [2.079, 0.892, -0.569], [0.840, 1.747, -0.633], [-0.348, 0.819, -0.325], [-0.622, 0.746, 1.130], [-0.934, -0.672, 1.734], [-2.158, -1.222, 1.064], [1.660, -0.272, -2.226], [0.730, -0.621, -0.929], [2.417, -1.167, -1.061], [3.077, 1.319, -0.924], [2.263, 0.632, 0.542], [0.523, 2.230, -1.568], [0.959, 2.635, 0.005], [-1.179, 1.054, -0.913], [0.197, 1.222, 1.673], [-1.464, 1.436, 1.114], [-1.051, -0.576, 2.827], [-0.098, -1.338, 1.417], [-2.226, -2.221, 1.231], [-2.924, -0.634, 1.267], [-1.350, -1.492, -0.525], [-1.335, -2.263, -1.854], [-0.764, -1.872, -1.247]]
}

=====

Entry 2:
{
  "formula": "C10H10NO4",
  "method": "ωB97M-V/def2-TZVPD",
  "e_above_lowest_kcal_mol": 31.55,
  "mol_weight_g_mol": 208.2,
  "energy_ha": -742.69209,
  "lumo_energy_ev": 1.6,
  "total_charge": -1,
  "gap_ev": 5.47,
  "species": ["C", "C", "C", "C", "O", "O", "H", "H", "H", "H", "H", "C", "C", "C", "C", "C", "C", "N", "O", "O", "H", "H", "H", "H", "H"],
  "coordinates": [[-0.518, 2.268, 0.882], [0.054, 3.398, 1.315], [0.228, 3.692, 2.772], [1.398, 2.794, 3.326], [1.041, 1.787, 3.969], [2.545, 3.195, 3.041], [-1.288, 1.797, 1.486], [-0.142, 1.754, 0.005], [0.390, 4.137, 0.592], [0.454, 4.741, 2.970], [-0.685, 3.411, 3.305], [-1.263, -3.877, -1.196], [-0.768, -3.770, -2.490], [-0.028, -2.658, -2.861], [0.202, -1.675, -1.917], [-0.284, -1.756, -0.625], [-1.024, -2.872, -0.269], [1.004, -0.491, -2.291], [1.412, -0.419, -3.435], [1.197, 0.323, -1.420], [-1.837, -4.750, -0.910], [-0.956, -4.553, -3.212], [0.365, -2.555, -3.861], [-0.086, -0.966, 0.086], [-1.410, -2.955, 0.738]]
}

=====

Entry 3:
{
  "formula": "C10H20As2F15O6V",
  "method": "ωB97M-V/def2-TZVPD",
  "mol_weight_g_mol": 722.0,
  "spin_multiplicity": 2,
  "s_squared": 0.78,
  "energy_ha": -7758.41647,
  "lumo_energy_ev": [2.3, 2.3],
  "total_charge": -1,
  "gap_ev": [9.13, 9.40],
  "species": ["O", "V", "As", "F", "F", "F", "F", "F", "F", "As", "F", "F", "F", "F", "F", "F", "C", "O", "O", "C", "F", "F", "F", "C", "C", "H", "H", "H", "H", "H", "H", "C", "O", "C", "C", "O", "C", "C", "O", "C", "H", "H", "H", "H", "H", "H", "H", "H", "H", "H", "H", "H", "H", "H"],
  "coordinates": [[0.199, 0.904, -1.331], [0.337, -0.254, -0.267], [3.907, -0.426, 0.947], [4.564, 0.515, -0.313], [3.921, -1.818, -0.047], [3.108, -1.375, 2.161], [3.739, 0.930, 1.996], [2.274, -0.023, 0.257], [5.448, -0.774, 1.602], [1.517, -1.747, -3.603], [1.550, -2.260, -5.251], [1.736, -3.377, -3.103], [1.478, -1.242, -1.889], [1.287, -0.094, -4.037], [-0.192, -1.924, -3.524], [3.209, -1.468, -3.606], [-2.624, -0.756, -1.129], [-2.891, 0.595, -0.702], [-1.480, -1.139, -0.592], [-3.744, -1.647, -0.580], [-4.938, -1.347, -1.161], [-3.523, -2.935, -0.857], [-3.919, -1.555, 0.742], [-3.775, 1.351, -1.485], [-3.582, 2.820, -1.203], [-4.142, 3.406, -1.929], [-3.883, 3.108, -0.192], [-2.507, 3.016, -1.225], [-4.819, 1.062, -1.305], [-3.625, 1.176, -2.560], [-2.666, -0.783, -2.232], [2.160, 3.675, 0.407], [1.295, 2.610, 0.707], [0.820, 2.525, 2.016], [-0.493, 1.782, 1.981], [-0.267, 0.379, 1.640], [-0.054, -0.507, 2.746], [-0.166, -1.922, 2.209], [0.588, -2.000, 1.018], [0.864, -3.318, 0.575], [1.609, 4.503, -0.054], [2.945, 3.312, -0.251], [2.626, 4.086, 1.311], [0.586, 3.532, 2.394], [1.528, 1.986, 2.656], [-1.141, 2.057, 1.147], [-1.054, 1.880, 2.910], [-0.747, -0.331, 3.567], [0.981, -0.385, 3.082], [-1.201, -2.241, 2.054], [0.298, -2.592, 2.943], [-0.074, -3.805, 0.300], [1.391, -3.903, 1.334], [1.542, -3.260, -0.273]]
}